ORCA calculation (wB97M-V/def2-TZVPD) on C4H3NO as an isolated structure in a non-equilibrium geometry.

Computed properties:
Maximum force = 0.0696 Eh/bohr
Energy relative to the best compared isomer or geometry (same formula, charge and spin) = 417.9 kJ/mol
Energy = -7728.41242 eV
Molar mass = 81.07 g/mol
LUMO level = 0.41 eV

Structure (XYZ):
```
9
Properties=species:S:1:pos:R:3:forces:R:3
O -1.110529 1.202208 -0.637350 -0.1221 0.4191 0.2047
C -0.357303 0.229127 -0.003778 0.3420 0.0767 0.1769
C 1.049586 0.194433 -0.133383 0.6234 0.2991 0.1691
C 2.251083 0.245499 -0.210581 -0.2463 -0.0033 0.0341
C -1.004874 -0.758002 0.607923 0.6375 1.2352 0.9529
N -1.625342 -1.763904 0.933586 0.5730 0.5105 -3.0642
H -1.091206 1.979907 -0.067315 -0.0888 0.1598 -0.2068
H -1.423903 -1.653813 -0.254173 -1.6469 -2.6157 1.8042
H 3.312491 0.324543 -0.234931 -0.0718 -0.0814 -0.0708
```
Positions in Å, forces in eV/Å.